C4H8N2O | wB97M-V/def2-TZVPD

Bonds (Å) are listed after each position.
Geometry (Å):
1 O -0.051 -0.109 2.738  C2 1.213
2 C -0.213 -0.005 1.539  O1 1.213, N3 1.342, N7 1.472
3 N -0.188 1.128 0.821  C2 1.342, C4 1.465, H8 1.010
4 C -0.200 1.171 -0.643  N3 1.465, C5 1.532, H9 1.099, H10 1.094
5 C 0.635 0.028 -1.229  C4 1.532, C6 1.525, H11 1.105, H12 1.098
6 C 0.076 -1.354 -0.909  C5 1.525, N7 1.701, H13 1.101
7 N -0.470 -1.181 0.694  C2 1.472, C6 1.701, H14 1.015, H15 1.021
8 H 0.007 1.960 1.360  N3 1.010
9 H -1.235 1.129 -1.011  C4 1.099
10 H 0.212 2.145 -0.922  C4 1.094
11 H 1.682 0.216 -0.927  C5 1.105
12 H 0.587 0.132 -2.321  C5 1.098
13 H 0.914 -2.052 -0.766  C6 1.101
14 H -1.404 -1.200 0.298  N7 1.015
15 H -0.351 -2.010 1.278  N7 1.021

Computed properties:
* gap between HOMO and LUMO: 0.2851 hartree
* DFT total energy: -9302.8127 eV
* multiplicity: 1
* energy above the lowest of the compared OMol25 structures with the same formula, charge and spin: 345.5 kJ/mol